(1)
Here is a structure of composition C18H43BiF6NO6S2Si2 from the Open Molecules 2025 dataset. Energies are from wB97M-V/def2-TZVPD.

Summary:
Energy relative to the best compared isomer or geometry (same formula, charge and spin) = 45.1 kcal/mol
Total charge = +1
HOMO-LUMO gap = 7.5 eV
Molecular weight = 812.8 g mol⁻¹
DFT total energy = -3406.65024 hartree

Each line ends with the Mulliken charge.
Atoms and positions in Å:
O  -0.286  -1.945  1.056  -0.37
O  -2.707  -0.593  -3.408  -0.29
C  0.643  -2.648  0.265  -0.17
C  1.145  -3.911  0.902  -1.33
H  1.473  -1.975  0.033  0.30
H  0.116  -2.826  -0.669  0.38
H  1.631  -3.730  1.868  0.27
H  1.898  -4.363  0.242  0.46
H  0.358  -4.659  1.044  0.33
C  -1.459  -2.596  1.589  -0.03
C  -2.368  -3.104  0.514  -1.46
H  -1.987  -1.873  2.223  0.27
H  -1.094  -3.400  2.223  0.31
H  -2.882  -2.284  0.005  0.35
H  -3.148  -3.713  0.990  0.42
H  -1.869  -3.737  -0.223  0.36
C  -3.744  0.385  -3.660  -0.23
C  -2.596  -1.631  -4.401  -0.18
C  -4.929  0.162  -2.747  -1.21
H  -4.044  0.401  -4.725  0.38
H  -3.308  1.377  -3.454  0.25
H  -5.396  -0.815  -2.918  0.28
H  -5.688  0.931  -2.904  0.39
H  -4.618  0.206  -1.697  0.23
C  -3.840  -2.476  -4.584  -1.19
H  -1.760  -2.270  -4.082  0.28
H  -2.288  -1.178  -5.361  0.29
H  -4.171  -2.916  -3.635  0.26
H  -3.643  -3.301  -5.275  0.40
H  -4.674  -1.898  -4.998  0.31
H  -0.590  0.968  -2.519  0.10
Bi  0.128  -0.040  2.104  1.80
C  -0.100  1.963  -2.610  -0.62
Si  0.902  2.192  -4.161  0.31
H  -0.942  2.663  -2.643  0.32
H  0.503  2.256  -1.722  0.20
C  1.749  0.622  -4.725  -0.92
C  2.232  3.485  -3.910  -1.00
C  -0.172  2.847  -5.551  -1.04
C  2.276  -0.004  1.701  -0.75
Si  3.593  0.972  2.551  0.14
H  2.458  -0.076  0.624  0.49
H  2.234  -1.060  2.066  0.21
C  4.335  2.220  1.371  -1.08
C  4.994  -0.199  2.963  -1.15
C  3.088  1.860  4.098  -0.71
H  0.442  3.156  -6.410  0.32
H  -0.749  3.723  -5.224  0.33
H  -0.883  2.091  -5.910  0.30
H  2.542  0.321  -4.026  0.30
H  2.218  0.761  -5.710  0.30
H  1.040  -0.212  -4.812  0.27
H  2.786  3.306  -2.980  0.27
H  1.797  4.492  -3.861  0.30
H  2.953  3.476  -4.739  0.29
H  5.183  -0.894  2.135  0.34
H  4.786  -0.791  3.863  0.34
H  5.923  0.357  3.148  0.34
H  2.766  1.163  4.884  0.22
H  2.266  2.559  3.906  0.12
H  3.927  2.448  4.508  0.45
H  5.223  2.692  1.816  0.33
H  3.633  3.024  1.119  0.31
H  4.655  1.741  0.436  0.33
F  -1.378  4.247  3.545  -0.14
C  -1.922  3.226  4.230  0.54
F  -2.267  3.632  5.457  -0.16
F  -2.983  2.749  3.576  -0.18
S  -0.604  1.809  4.458  1.08
O  0.189  1.850  3.149  -0.82
O  0.309  2.233  5.471  -0.52
N  -1.288  0.279  4.770  -0.64
S  -0.095  -0.871  5.124  1.05
O  0.513  -1.403  3.805  -0.62
O  0.994  -0.371  5.904  -0.50
C  -0.751  -2.502  5.984  0.56
F  -0.840  -2.254  7.294  -0.15
F  -1.950  -2.819  5.480  -0.18
F  0.114  -3.508  5.763  -0.15

(2)
Here is a structure of composition C15H31BrP2Zn from the Open Molecules 2025 dataset. Energies are from wB97M-V/def2-TZVPD.

Summary:
Energy relative to the best compared isomer or geometry (same formula, charge and spin) = 29.5 kcal/mol
Total charge = 0
HOMO-LUMO gap = 5.0 eV
Molecular weight = 418.7 g mol⁻¹
DFT total energy = -5626.00949 hartree

Each line ends with the Mulliken charge.
Atoms and positions in Å:
P  -0.833  -0.669  -1.507  2.02
P  -0.203  -1.240  1.972  0.94
C  -1.523  -2.042  -0.479  -1.40
C  -1.685  -1.713  1.000  -1.19
H  -0.882  -2.920  -0.657  0.40
H  -2.507  -2.290  -0.894  0.55
H  -2.437  -0.927  1.158  0.42
H  -2.048  -2.619  1.511  0.73
C  0.379  -2.879  2.509  -1.48
H  1.178  -2.777  3.254  0.39
H  0.762  -3.457  1.657  0.39
H  -0.474  -3.405  2.960  0.48
C  -0.703  -0.364  3.444  -1.08
H  -1.021  -1.117  4.184  0.43
H  -1.550  0.304  3.239  0.43
H  0.111  0.238  3.870  0.03
C  -0.418  -1.384  -3.187  -1.67
H  -0.377  -0.587  -3.942  0.32
H  -1.213  -2.081  -3.481  0.49
H  0.529  -1.937  -3.225  0.39
C  -2.599  -0.277  -2.215  -1.86
H  -3.296  -0.075  -1.385  0.46
H  -2.976  -1.135  -2.780  0.52
H  -2.577  0.594  -2.889  0.26
Zn  1.590  3.317  2.188  0.13
C  1.040  -0.817  0.709  -0.42
C  0.918  -1.065  -0.790  -0.84
C  1.911  -0.209  -1.592  -1.47
C  1.290  1.145  -2.028  -0.63
C  -0.212  1.145  -1.957  -1.54
C  -0.966  0.989  -0.709  0.11
C  -0.272  1.391  0.606  -0.74
C  1.085  0.723  0.946  -1.15
C  1.866  4.330  0.546  -0.87
H  1.996  -1.280  1.035  0.77
H  1.045  -2.136  -1.004  0.69
H  2.241  -0.765  -2.480  0.31
H  2.820  -0.030  -1.000  0.47
H  1.720  1.991  -1.466  0.01
H  1.579  1.311  -3.078  0.52
H  -0.762  1.529  -2.822  0.43
H  -1.978  1.398  -0.689  0.72
H  -0.971  1.240  1.452  0.30
H  -0.126  2.482  0.600  0.71
H  1.917  1.181  0.399  0.69
H  1.323  0.924  2.012  0.27
H  1.443  5.323  0.776  0.33
H  1.393  3.906  -0.352  0.26
H  2.947  4.411  0.369  0.26
Br  1.529  2.323  4.214  -0.33

(3)
Here is a cluster of 2 separate species, C5H12N2O in total from the Open Molecules 2025 dataset. Energies are from wB97M-V/def2-TZVPD.

Summary:
Energy relative to the best compared isomer or geometry (same formula, charge and spin) = 69.9 kcal/mol
Total charge = 0
HOMO-LUMO gap = 9.4 eV
Molecular weight = 116.2 g mol⁻¹
SMILES = C=NC(=C)CCN.O
DFT total energy = -382.39118 hartree

Each line ends with the Mulliken charge.
Atoms and positions in Å:
C  -0.047  0.122  -1.437  -0.51
C  -0.451  -1.116  -0.675  -0.85
C  -0.117  -1.197  0.800  0.84
C  -0.826  -1.996  1.596  -1.14
C  1.208  -0.099  2.451  -0.28
N  0.720  -0.178  1.299  -0.22
N  -0.687  1.342  -0.915  -0.65
H  -0.439  0.035  -2.475  0.41
H  1.055  0.332  -1.394  0.36
H  -1.522  -1.332  -0.782  0.29
H  0.013  -1.965  -1.206  0.35
H  -1.403  -2.819  1.216  0.29
H  -0.775  -2.054  2.693  0.21
H  1.057  -0.868  3.229  0.15
H  1.881  0.684  2.794  0.26
H  -0.307  1.531  0.008  0.24
H  -1.670  1.243  -0.665  0.23
H  0.427  2.204  -2.581  0.37
H  0.747  3.329  -1.631  0.31
O  1.134  2.800  -2.325  -0.67